C12H20BrF3N5O3 | ωB97M-V/def2-TZVPD

Results
Lowest unoccupied orbital energy   -4.1 eV
E_tot   -3841.84901 Eh
Relative energy (zero: lowest compared OMol25 entry of this formula, charge and spin)   740.9 kJ/mol
Net charge   +1

Positions of all 44 atoms, in Å:
C 2.4476 0.6636 1.3380
C 0.9901 0.9632 0.6432
O 0.3449 -0.1142 0.1207
N 0.3151 2.3498 0.5992
C -1.1737 2.0045 0.8046
C -2.0925 3.3300 1.1705
C -3.4389 3.3910 0.2370
C -4.7344 2.5789 0.8284
C -4.5093 0.9690 1.0418
N -4.3243 0.3526 2.4237
C -4.1970 -1.1539 2.1877
N -4.0479 -2.0476 3.2554
Br -3.9079 -3.8883 2.8302
N -4.2951 -1.4497 0.6992
N -4.4785 -0.1991 0.0808
H 3.2369 1.4760 1.0437
H 2.7845 -0.4249 0.9847
H 2.2476 0.6013 2.5122
H 0.4536 2.7556 -0.3688
H -1.2325 1.2458 1.6944
H -1.6557 1.5434 -0.1838
H -1.4280 4.2701 0.8556
H -2.2882 3.4656 2.3269
H -3.1714 3.1143 -0.8929
H -3.7602 4.5397 0.1908
H -5.6212 2.7124 0.0432
H -5.0950 3.0577 1.8437
H -4.0187 -1.7262 4.2628
H -4.2444 -2.4080 0.2562
H -4.6084 -0.1120 -0.9680
C 2.5897 -2.3584 -2.2334
C 3.7280 -3.3517 -2.3764
O 4.9173 -2.6940 -2.8404
C 5.6593 -2.0456 -1.8868
O 5.3548 -2.0003 -0.6978
C 6.9161 -1.4355 -2.5047
F 6.6651 -0.7853 -3.6774
F 7.8589 -2.3797 -2.7880
F 7.5222 -0.5252 -1.6905
H 2.4315 -1.8166 -3.1715
H 1.6626 -2.8688 -1.9578
H 2.8127 -1.6090 -1.4677
H 3.4670 -4.1028 -3.1290
H 3.9175 -3.8878 -1.4393

CHCl2O2S | ωB97M-V/def2-TZVPD

Results
Lowest unoccupied orbital energy (spin up / spin down)   3.4 / 3.4 eV
E_tot   -1507.72428 Eh
Relative energy (zero: lowest compared OMol25 entry of this formula, charge and spin)   222.3 kJ/mol
Net charge   -1

Positions of all 7 atoms, in Å:
C -0.1035 -1.4870 0.6563
O 2.7676 1.0044 -0.3368
O 4.1897 -0.8363 0.7999
S 3.1044 -0.4313 -0.1690
Cl 1.2670 -0.8233 1.5169
Cl 0.2360 -1.2778 -1.0494
H 0.0652 -2.5955 0.8432

C5H7NOS | ωB97M-V/def2-TZVPD

Results
Lowest unoccupied orbital energy   0.0 eV
E_tot   -722.76584 Eh
Relative energy (zero: lowest compared OMol25 entry of this formula, charge and spin)   399.7 kJ/mol
SMILES string   C=CN1SCCC1=O

Positions of all 15 atoms, in Å:
C 1.7344 -1.9311 -1.3312
C 1.6071 -0.5153 -1.1019
N 0.4812 0.0342 -0.3274
S 0.7182 1.7234 0.4098
C -0.9319 1.7385 0.8190
C -1.3406 0.4329 1.2938
C -0.6973 -0.4793 0.0606
O -1.4258 -1.4363 -0.5414
H 2.5611 -2.2758 -1.8002
H 0.9998 -2.7980 -1.0811
H 2.3114 0.2261 -1.6189
H -1.1087 2.5742 1.4196
H -1.6157 2.2201 0.0491
H -2.4843 0.0995 1.3613
H -0.8090 0.3870 2.3889

C21H23B2F4I2N6O5Sn | ωB97M-V/def2-TZVPD

Results
Lowest unoccupied orbital energy (spin up / spin down)   -11.7 / -11.7 eV
E_tot   -2776.73337 Eh
Relative energy (zero: lowest compared OMol25 entry of this formula, charge and spin)   0.0 kJ/mol
Net charge   +3

Positions of all 64 atoms, in Å:
Sn -0.3631 0.4811 0.2662
C -2.4330 -0.6274 -4.8438
C -1.4813 -0.4639 -3.7160
N -1.8617 -0.2770 -2.4349
O -3.1157 -0.4232 -2.2443
B -3.5067 -0.4564 -0.7653
F -2.8170 0.5865 -0.1104
F -4.8220 -0.4480 -0.6328
O -2.9368 -1.7926 -0.3872
N -1.6233 -1.7940 -0.3793
C -1.0547 -2.9788 -0.4848
C -1.8115 -4.2585 -0.4576
C 0.3839 -2.9425 -0.6510
N 0.9001 -1.7342 -0.7059
O 2.1872 -1.7205 -1.0094
B 2.6461 -0.4328 -1.6139
F 2.1892 0.6859 -0.8906
F 3.9645 -0.4397 -1.8024
O 1.8984 -0.4830 -2.9495
N 0.6422 -0.2997 -2.8005
C -0.0791 -0.4641 -3.9227
C 0.5143 -0.6115 -5.2765
C 1.2150 -4.1637 -0.8087
H -3.4571 -0.7078 -4.4962
H -2.1755 -1.5175 -5.4216
H -2.3538 0.2262 -5.5226
H -2.8815 -4.0841 -0.4356
H -1.5266 -4.8377 0.4244
H -1.5649 -4.8674 -1.3295
H 1.5978 -0.5788 -5.2422
H 0.1470 0.1746 -5.9393
H 0.2038 -1.5646 -5.7130
H 0.6669 -5.0707 -0.5783
H 2.1013 -4.0959 -0.1778
H 1.5871 -4.2227 -1.8361
I 5.6814 5.3742 2.2965
C 4.3815 3.8758 2.0194
C 4.8340 2.5388 2.1157
C 3.9395 1.5276 1.9614
I 4.4901 -0.4235 2.0469
C 2.4798 1.8382 1.7164
O 1.6380 0.9704 1.7413
C 2.0749 3.2595 1.5158
C 0.6815 3.6380 1.0631
N -0.4087 2.7361 1.4808
C -0.5518 2.5630 2.9337
C -1.3103 1.3072 3.2846
C -2.0870 1.2557 4.4273
C -2.6662 0.0516 4.8006
C -2.4427 -1.0731 4.0223
C -1.6842 -0.9360 2.8773
N -1.1304 0.2258 2.5012
C 3.0051 4.2088 1.7050
H 5.8780 2.3357 2.3120
H 0.6844 3.6518 -0.0321
H 0.5151 4.6700 1.3872
H -1.2710 3.1347 1.1158
H -1.0097 3.4345 3.4062
H 0.4492 2.4617 3.3604
H -2.2353 2.1482 5.0200
H -3.2788 -0.0076 5.6903
H -2.8678 -2.0321 4.2805
H -1.5145 -1.7873 2.2281
H 2.7463 5.2566 1.6114